Record 1
C16H14BF5N6Pb as an isolated structure in a non-equilibrium geometry. Source: the OMol25 dataset; level of theory: the ωB97M-V functional and the def2-TZVPD basis.

XYZ file:
```
43
Properties=species:S:1:pos:R:3:forces:R:3:lowdin_charge:R:1
H -0.3563 2.9079 1.2382 0.15 -0.20 -0.57 0.115
N 0.0505 1.6428 -0.4246 0.31 0.39 -0.47 -0.009
B 0.6226 0.7142 -2.7147 0.32 0.12 1.06 -0.486
N 0.5484 1.8937 -1.6882 -0.47 -0.50 0.81 -0.035
C 0.7935 3.2142 -1.8280 -0.14 -0.48 0.00 -0.079
Pb -0.9338 -0.7275 0.3232 1.27 3.60 2.16 1.276
H 1.1859 3.5914 -2.7704 -0.14 -0.04 0.38 0.123
C 0.4498 3.8359 -0.6419 0.21 0.74 -0.08 -0.074
H 0.5138 4.8969 -0.4179 0.02 -0.35 -0.07 0.096
C 0.0016 2.8215 0.2061 -0.08 -0.51 -0.14 -0.137
H 1.0240 1.1326 -3.7681 -0.23 -0.17 -0.01 0.116
C -1.6939 -2.4535 1.1054 2.10 -6.28 0.17 -0.406
H -2.0704 -2.4192 2.1350 -0.14 0.86 -0.58 0.037
H -0.7285 -2.9445 1.2051 -0.19 -1.82 0.39 -0.030
H -2.3110 -3.0573 0.4107 0.24 0.46 0.49 0.028
N -0.8093 0.0904 -2.8040 -0.75 -0.52 -0.06 0.004
N 1.5695 -0.4048 -2.1797 -0.24 -0.63 0.63 -0.033
N -1.4697 -0.4817 -1.7069 -2.35 0.41 -5.20 -0.111
N 1.2272 -1.1229 -1.0454 0.96 0.01 -0.42 -0.020
C -1.5778 0.0372 -3.9375 0.10 -0.76 3.39 -0.016
C 2.7151 -0.8863 -2.7103 -0.27 -1.03 1.44 -0.061
H -1.1791 0.4178 -4.8485 0.01 0.16 -0.40 0.118
H 3.1172 -0.4710 -3.6158 0.05 0.07 -0.05 0.116
C -2.7876 -0.5679 -3.5623 -0.53 0.09 -1.52 -0.064
C 3.1655 -1.9463 -1.8936 -1.86 1.45 0.11 -0.042
C -2.7201 -0.8690 -2.2220 2.44 0.76 0.83 -0.095
C 2.1920 -2.0397 -0.8564 0.37 0.80 -1.37 -0.127
H -3.6270 -0.7599 -4.2548 0.63 0.11 0.73 0.113
H 4.0257 -2.5373 -2.0250 0.77 -0.50 -0.11 0.074
H -3.4546 -1.3189 -1.5787 -0.02 -0.02 0.13 0.107
H 2.1949 -2.7239 -0.0185 -0.22 0.18 -0.04 0.105
H -2.4693 -0.8068 1.0708 -2.56 3.54 -0.32 -0.053
F -2.1409 1.1237 2.9395 0.93 -0.36 0.48 0.028
C -0.9745 0.5738 3.4036 -0.46 0.30 -0.11 -0.244
C -0.1590 -0.1673 2.5719 0.30 0.18 -1.27 -0.080
C 1.0244 -0.6298 3.1032 0.22 -0.25 0.02 -0.229
F 1.8833 -1.3742 2.3378 -0.54 0.47 0.44 0.045
C 1.3857 -0.4015 4.4267 0.42 -0.21 0.54 -0.129
F 2.5421 -0.9102 4.9172 -0.61 0.31 -0.23 0.095
C 0.5409 0.3175 5.2809 -0.28 -0.18 -0.88 -0.126
F 0.8436 0.4973 6.5713 -0.07 -0.02 -0.49 0.122
C -0.6514 0.8117 4.7380 -0.13 0.10 0.49 -0.132
F -1.5030 1.5009 5.5286 0.44 -0.27 -0.32 0.099
```
Positions in Å, forces in eV/Å.

Its largest force on an atom is 6.62 eV/A. The value obtained for the LUMO energy is -0.53 eV. For the gap between HOMO and LUMO, the calculation gives 6.749 eV. Its HOMO energy is -7.2838 eV.


Record 2
C16H14BiI2O4RhS as an isolated structure in a non-equilibrium geometry. Source: the OMol25 dataset; level of theory: the ωB97M-V functional and the def2-TZVPD basis.

XYZ file:
```
39
Properties=species:S:1:pos:R:3:forces:R:3:lowdin_charge:R:1
I 2.3286 -1.9296 0.1318 0.01 -0.55 -0.44 0.881
I 2.8696 1.4145 0.4173 0.13 0.28 0.18 0.746
Bi -0.0360 1.7338 -0.4811 0.35 1.19 -1.29 1.346
Rh -0.5784 -1.4249 -0.4504 0.68 2.76 0.03 0.549
S 0.8386 -0.2852 -2.1134 -0.32 0.46 1.29 0.442
C -1.6846 -2.3268 -1.6681 -2.89 -5.41 -4.30 -0.167
C -1.5656 -2.2489 0.9048 -2.23 -2.59 5.64 -0.144
C 0.2074 -0.1686 -3.8391 -0.25 -0.30 -1.33 -0.879
C 1.0978 0.8658 -4.5232 0.36 0.16 0.35 -0.074
C -1.2613 0.2176 -3.8533 0.07 -0.06 0.25 -0.074
C 0.4567 -1.5540 -4.4364 0.21 -0.38 0.24 -0.070
C -1.9883 2.6830 1.5195 -1.95 1.24 1.97 -0.037
C -2.8253 2.6160 -1.5330 -2.77 1.02 -0.34 -0.036
O -2.0401 -2.6961 1.8580 1.62 1.69 -3.94 0.264
O -2.3337 -3.0400 -2.3137 2.51 3.49 2.78 0.259
O -2.7367 3.0818 2.2782 1.93 -1.06 -1.95 0.166
O -3.8661 3.0445 -1.7057 2.82 -1.13 0.39 0.156
H 0.7998 0.9342 -5.5762 0.06 -0.01 0.17 0.131
H 2.1550 0.5712 -4.4708 -0.26 0.08 -0.18 0.106
H 0.9945 1.8552 -4.0642 -0.04 -0.02 -0.17 0.090
H -1.5938 0.2211 -4.9024 -0.05 -0.05 0.31 0.139
H -1.4041 1.2275 -3.4541 -0.09 -0.06 -0.09 0.052
H -1.8626 -0.5025 -3.2764 -0.03 0.31 -0.40 0.060
H 0.2270 -1.5608 -5.5105 0.02 0.13 0.26 0.134
H -0.1595 -2.3185 -3.9511 0.05 0.04 -0.18 0.074
H 1.5117 -1.8305 -4.3098 -0.21 -0.03 -0.21 0.102
C -0.0698 0.1519 0.9898 0.27 -0.73 -0.29 -0.662
C 0.3095 0.2538 2.1868 0.62 -0.94 2.13 -0.166
C 0.7038 0.1708 3.5189 -0.71 0.30 -0.92 -0.228
C -0.2383 0.5471 4.5224 -0.23 0.17 0.78 0.044
C 0.1250 0.4687 5.8587 -0.57 0.22 -0.18 0.023
C 1.4019 0.0205 6.2413 -0.45 0.18 0.06 0.073
C 2.3348 -0.3333 5.2630 0.25 -0.24 -1.51 0.021
C 1.9915 -0.2834 3.9062 0.88 0.02 0.96 0.007
H -1.2277 0.8981 4.2146 0.33 -0.13 0.29 0.135
H -0.5838 0.7757 6.6306 0.15 -0.14 -0.26 0.149
H 1.6595 -0.0426 7.3063 -0.06 0.06 -0.46 0.161
H 3.3354 -0.6378 5.5543 -0.13 -0.06 -0.06 0.144
H 2.7080 -0.5694 3.1306 -0.09 0.09 0.38 0.084
```
Positions in Å, forces in eV/Å.

Its largest force on an atom is 7.49 eV/A. The value obtained for the LUMO energy (alpha / beta) is -15.06 / -17.49 eV. For the gap between HOMO and LUMO (alpha / beta), the calculation gives 6.461 / 3.978 eV. As for the spin multiplicity: 5. Its HOMO energy (alpha / beta) is -21.5239 / -21.4720 eV. As for the charge: +4.


Record 3
C16H14BrFeN2O4S as an isolated structure in a non-equilibrium geometry. Source: the OMol25 dataset; level of theory: the ωB97M-V functional and the def2-TZVPD basis.

XYZ file:
```
39
Properties=species:S:1:pos:R:3:forces:R:3:lowdin_charge:R:1
Fe 0.3291 -2.4581 -0.5016 0.86 0.62 0.88 0.759
C 3.2538 -2.8616 -1.9778 -0.06 -0.14 -0.05 -0.141
O 2.5977 -2.3913 -0.8123 -0.48 0.16 -0.14 -0.207
H 4.3071 -2.5675 -1.9685 -0.01 -0.03 0.02 0.080
H 2.7914 -2.4728 -2.8899 -0.03 -0.01 0.02 0.084
H 3.1883 -3.9490 -1.9909 0.01 0.01 -0.01 0.078
H 2.6034 -1.3874 -0.8589 0.18 0.03 0.38 0.025
C 0.0612 -2.7814 1.7161 0.41 -0.10 -1.13 -0.142
C -0.6289 -1.5392 1.7801 -0.33 0.41 0.40 -0.371
C 0.0420 -0.3211 2.0882 0.03 -0.25 -0.03 -0.066
C -0.6197 0.8770 2.1467 -0.22 0.11 -0.01 -0.054
C -2.0014 0.9483 1.9023 0.25 -0.41 -0.03 -0.268
C -2.6824 -0.2349 1.5711 0.00 0.25 0.03 -0.044
C -2.0243 -1.4371 1.5105 0.21 -0.11 0.01 -0.058
C -2.6907 2.1800 2.0387 -0.21 0.37 0.01 -0.231
N -3.2476 3.1823 2.1743 0.05 -0.07 -0.04 0.122
H -0.5218 -3.6946 1.7646 -0.07 0.03 0.07 0.043
H 1.0468 -2.8347 2.1673 -0.03 0.03 0.08 0.042
H 1.1108 -0.3574 2.2709 -0.01 0.03 0.02 0.113
H -0.0855 1.7885 2.3873 0.03 -0.02 0.01 0.115
H -3.7464 -0.1835 1.3738 0.00 -0.04 -0.01 0.112
H -2.5654 -2.3414 1.2526 -0.02 0.01 0.01 0.103
O -2.9156 -4.6446 -0.8360 0.04 0.18 -0.46 -0.604
S -2.0530 -4.1007 -1.8991 0.80 -0.19 0.91 0.663
N -0.6701 -3.6828 -1.5477 -1.27 -0.28 -0.96 -0.527
Br -2.8160 3.8098 -1.8254 0.04 -0.01 0.05 0.705
C -1.0401 3.4251 -1.2692 -0.06 0.06 -0.04 -0.675
C -0.2125 4.4667 -0.8824 0.02 -0.02 0.05 -0.133
C 1.0910 4.1784 -0.5019 0.00 0.04 0.00 -0.079
C 1.5604 2.8747 -0.5315 0.05 -0.08 -0.01 -0.024
C 0.7165 1.8418 -0.9178 -0.13 0.12 -0.09 -0.130
C -0.6000 2.1163 -1.2746 0.05 -0.07 0.02 -0.068
C 1.2020 0.4183 -0.9406 0.24 0.01 0.29 -0.571
O 2.4179 0.2022 -0.7450 -0.21 0.00 -0.15 0.006
O 0.3178 -0.4651 -1.1365 -0.08 -0.65 -0.04 -0.083
H -0.5827 5.4823 -0.8665 -0.02 -0.01 -0.01 0.096
H 1.7427 4.9817 -0.1817 -0.01 0.01 -0.01 0.100
H 2.5770 2.6361 -0.2494 -0.01 -0.01 -0.01 0.113
H -1.2529 1.2969 -1.5396 -0.01 0.03 -0.03 0.115
```
Positions in Å, forces in eV/Å.

Its largest force on an atom is 1.61 eV/A. The value obtained for the LUMO energy (alpha / beta) is 2.72 / 2.72 eV. For the gap between HOMO and LUMO (alpha / beta), the calculation gives 6.692 / 7.029 eV. As for the spin multiplicity: 5. Its HOMO energy (alpha / beta) is -3.9673 / -4.3113 eV. As for the charge: -1. Its energy above the lowest of the compared OMol25 structures with the same formula, charge and spin is 29.8 kJ/mol.


Which of these has the lowest largest force on an atom? C16H14BrFeN2O4S


Look up the largest force on an atom of the second one. 7.49 eV/A